No. 1
17
Properties=species:S:1:pos:R:3 method="wB97M-V/def2-TZVPD" charge=0 e_tot_ev=-9226.7246 orbital_gap_ev="6.2 / 6.2" e_homo_ev="-7.615 / -7.624" lumo_energy_ev="-1.46 / -1.46"
C 0.71 -1.46 -0.40
N 0.17 -0.38 0.41
N -0.31 -0.77 1.67
C 0.88 0.94 0.38
N 2.20 0.99 0.52
H -0.46 -1.77 1.73
H -1.18 -0.29 1.87
H 2.64 0.27 -0.06
H 0.33 1.61 1.06
H -0.08 -2.19 -0.59
H 1.55 -1.96 0.09
H 1.05 -1.06 -1.36
C -1.98 1.20 -1.12
N -0.91 0.78 -1.61
H 0.36 1.27 -0.77
H -2.89 1.27 -1.74
H -2.08 1.55 -0.08

No. 2
12
Properties=species:S:1:pos:R:3 method="wB97M-V/def2-TZVPD" smiles="O=C[C@H]1CN=CO1" charge=0 e_tot_ev=-9812.7090 orbital_gap_ev=10.8 e_homo_ev=-10.000 lumo_energy_ev=0.84
O -2.64 0.65 0.05
C -1.65 -0.03 0.16
C -0.41 0.14 -0.65
C 0.52 0.80 0.50
N 1.69 -0.06 0.50
C 1.45 -1.02 -0.27
O 0.27 -1.08 -0.94
H -1.43 -0.68 1.03
H -0.64 0.60 -1.63
H 0.76 1.85 0.35
H 0.07 0.73 1.51
H 2.14 -1.83 -0.50

No. 3
74
Properties=species:S:1:pos:R:3 method="wB97M-V/def2-TZVPD" charge=+2 s2=0.757 e_tot_ev=-124162.6682 multiplicity=2 orbital_gap_ev="8.2 / 6.2" e_homo_ev="-13.744 / -14.031" lumo_energy_ev="-5.50 / -7.88"
Cu -0.16 -0.09 -0.38
C -2.08 0.48 2.65
C -1.60 -0.88 3.12
S -0.76 -1.80 1.77
C 0.76 -2.35 2.63
C 1.68 -1.25 3.13
S 2.10 -0.03 1.83
C 1.81 1.58 2.64
C 0.39 1.78 3.10
S -0.82 1.45 1.75
H -2.43 1.09 3.49
H -2.89 0.36 1.93
H -2.45 -1.47 3.46
H -0.90 -0.80 3.95
H 1.26 -2.98 1.90
H 0.44 -2.97 3.47
H 2.61 -1.70 3.48
H 1.24 -0.69 3.96
H 2.08 2.31 1.88
H 2.50 1.68 3.48
H 0.24 2.81 3.42
H 0.13 1.12 3.93
O 2.64 -0.82 -1.11
N 1.69 0.13 -1.47
C 2.02 0.72 -2.55
C 1.26 1.61 -3.39
C 1.90 2.00 -4.58
C 1.29 2.82 -5.50
C 0.00 3.28 -5.26
C -0.66 2.90 -4.10
C -0.05 2.07 -3.16
P -1.08 1.64 -1.71
C -1.34 3.20 -0.84
C -0.49 4.29 -0.99
C -0.73 5.45 -0.27
C -1.80 5.54 0.60
C -2.63 4.44 0.78
C -2.39 3.27 0.09
C -2.67 1.18 -2.47
C -3.87 1.83 -2.21
C -5.05 1.34 -2.75
C -5.04 0.19 -3.53
C -3.84 -0.43 -3.83
C -2.66 0.06 -3.31
H 2.55 -1.01 -0.17
H 3.00 0.46 -2.95
H 2.91 1.64 -4.77
H 1.81 3.10 -6.40
H -0.48 3.93 -5.97
H -1.67 3.24 -3.93
H 0.35 4.23 -1.66
H -0.07 6.30 -0.40
H -1.97 6.44 1.17
H -3.46 4.50 1.48
H -3.02 2.41 0.26
H -3.91 2.73 -1.62
H -5.98 1.84 -2.54
H -5.97 -0.21 -3.91
H -3.83 -1.30 -4.46
H -1.71 -0.41 -3.55
C -2.59 -4.55 -4.09
C -1.98 -3.60 -3.12
C -2.70 -3.03 -2.08
C -2.10 -2.12 -1.24
N -0.82 -1.74 -1.37
C -0.10 -2.34 -2.32
C -0.63 -3.25 -3.21
H -3.66 -4.65 -3.94
H -2.13 -5.53 -3.99
H -2.41 -4.22 -5.11
H -3.74 -3.28 -1.92
H -2.66 -1.65 -0.44
H 0.95 -2.07 -2.39
H 0.00 -3.69 -3.97

No. 4
114
Properties=species:S:1:pos:R:3 method="wB97M-V/def2-TZVPD" charge=0 s2=8.757 e_tot_ev=-219877.3964 multiplicity=6 orbital_gap_ev="6.4 / 6.4" e_homo_ev="-6.695 / -6.695" lumo_energy_ev="-0.27 / -0.26"
Sm -0.47 -0.44 0.77
N 2.52 0.44 1.10
S 3.83 1.43 1.10
N 3.24 2.75 1.96
S 2.44 3.98 1.53
N 1.09 3.99 0.75
S -0.12 2.89 0.89
N 0.05 1.65 0.13
C -0.28 2.77 2.70
C -1.18 3.53 3.42
C -1.20 3.42 4.80
C -0.32 2.56 5.44
C 0.58 1.81 4.71
C 0.60 1.89 3.33
C -1.48 3.93 0.31
C -1.33 5.30 0.15
C -2.37 6.04 -0.37
C -3.56 5.42 -0.74
C -3.70 4.05 -0.58
C -2.66 3.30 -0.05
C 2.10 4.73 3.14
C 2.67 4.25 4.30
C 2.35 4.86 5.51
C 1.47 5.93 5.54
C 0.89 6.39 4.37
C 1.21 5.80 3.17
C 3.29 5.37 0.74
C 4.44 5.87 1.34
C 5.03 7.00 0.81
C 4.46 7.62 -0.29
C 3.33 7.10 -0.89
C 2.74 5.96 -0.37
C 4.43 0.84 2.86
C 5.36 1.67 3.47
C 6.15 1.22 4.52
C 6.03 -0.09 4.95
C 5.14 -0.94 4.32
C 4.34 -0.48 3.28
C 3.50 2.38 -0.60
C 4.59 3.21 -0.84
C 4.70 3.93 -2.01
C 3.71 3.80 -2.98
C 2.65 2.93 -2.77
C 2.54 2.23 -1.59
H -1.87 4.19 2.91
H -1.91 3.99 5.37
H -0.34 2.48 6.52
H 1.27 1.14 5.21
H 1.30 1.32 2.73
H -0.40 5.76 0.42
H -2.26 7.11 -0.50
H -4.37 6.00 -1.15
H -4.62 3.56 -0.87
H -2.74 2.23 0.09
H 3.34 3.41 4.24
H 2.80 4.50 6.42
H 1.22 6.40 6.48
H 0.20 7.22 4.40
H 0.77 6.14 2.24
H 4.85 5.37 2.20
H 5.92 7.41 1.26
H 4.90 8.53 -0.68
H 2.90 7.58 -1.76
H 1.86 5.51 -0.81
H 5.48 2.68 3.10
H 6.85 1.89 4.99
H 6.66 -0.45 5.75
H 5.08 -1.97 4.63
H 3.65 -1.15 2.80
H 5.37 3.27 -0.09
H 5.53 4.60 -2.18
H 3.78 4.36 -3.90
H 1.91 2.81 -3.55
H 1.70 1.57 -1.42
C 3.50 -1.22 -0.47
C 2.44 -0.72 0.50
O 1.44 -1.46 0.72
H 3.65 -2.29 -0.34
H 4.44 -0.68 -0.35
H 3.12 -1.05 -1.48
Br -6.47 -6.20 -1.75
C -4.97 -5.17 -1.21
C -3.81 -5.19 -1.96
C -2.75 -4.39 -1.57
C -2.85 -3.59 -0.44
C -4.02 -3.61 0.32
C -5.08 -4.40 -0.07
C -1.78 -2.61 -0.04
O -1.82 -2.15 1.12
O -0.93 -2.22 -0.88
H -3.74 -5.81 -2.84
H -1.83 -4.37 -2.15
H -4.08 -2.99 1.20
H -5.99 -4.41 0.51
N -2.24 0.17 -0.87
C -3.19 -0.38 -1.25
C -4.31 -1.05 -1.76
C -5.53 -1.04 -1.07
C -6.59 -1.75 -1.59
C -6.46 -2.44 -2.78
C -5.25 -2.45 -3.45
C -4.16 -1.77 -2.95
H -5.61 -0.50 -0.14
H -7.53 -1.77 -1.05
H -7.31 -2.98 -3.19
H -5.15 -3.00 -4.38
H -3.20 -1.78 -3.44
Cl -0.32 -1.11 3.52
C -1.94 -0.59 4.04
Cl -3.07 -1.91 3.80
C -2.47 0.60 3.15
O -3.27 1.34 3.68
O -2.00 0.66 1.99
H -1.92 -0.34 5.10

No. 5
20
Properties=species:S:1:pos:R:3 method="wB97M-V/def2-TZVPD" charge=0 e_tot_ev=-15390.2980 orbital_gap_ev=8.4 e_homo_ev=-7.943 lumo_energy_ev=0.43
C -0.29 2.70 1.00
C -0.11 1.46 0.27
C -0.21 0.05 -1.33
C -0.43 -0.54 -2.79
C 0.10 0.08 0.83
C 0.36 -0.29 2.16
C 0.40 -2.05 -0.02
H 0.58 3.17 1.31
H -1.20 2.92 1.46
H -0.44 3.35 0.09
H -1.62 -0.57 -2.62
H -0.17 -1.38 -2.71
H 0.00 0.34 -3.39
H 0.62 0.24 2.81
H 1.02 -3.45 1.61
N -0.45 1.28 -1.05
N 0.13 -0.63 -0.19
N 0.68 -1.49 2.31
N 0.66 -2.29 1.19
O 0.39 -2.92 -0.93

No. 6
21
Properties=species:S:1:pos:R:3 method="wB97M-V/def2-TZVPD" smiles="CCN(C)C=C(N)N" charge=0 e_tot_ev=-9865.0720 orbital_gap_ev=7.6 e_homo_ev=-6.608 lumo_energy_ev=1.01
C 0.41 2.87 0.33
C 0.34 1.71 -0.66
N 0.31 0.48 0.15
C 1.61 -0.06 0.45
C -0.81 -0.35 -0.04
C -0.97 -1.68 -0.10
N -2.27 -2.24 -0.09
N 0.00 -2.69 -0.16
H 1.42 2.98 0.74
H 0.10 3.81 -0.13
H -0.25 2.45 1.15
H 1.19 1.72 -1.35
H -0.59 1.78 -1.23
H 2.05 -0.62 -0.39
H 2.28 0.76 0.66
H 1.55 -0.70 1.33
H -1.72 0.23 -0.12
H -2.34 -3.03 -0.71
H -2.99 -1.56 -0.31
H -0.24 -3.48 0.43
H 0.94 -2.38 0.03

No. 7
19
Properties=species:S:1:pos:R:3 method="wB97M-V/def2-TZVPD" smiles=CN(C)C#N.NC#CN charge=0 e_tot_ev=-11303.5029 orbital_gap_ev=8.8 e_homo_ev=-8.021 lumo_energy_ev=0.78
C 1.55 -0.29 2.34
N 0.76 -0.43 1.14
C 1.44 -0.89 -0.05
C -0.60 -0.42 1.20
N -1.56 -0.71 1.82
H 2.10 -1.22 2.53
H 0.91 -0.12 3.20
H 2.28 0.52 2.23
H 0.72 -1.12 -0.83
H 1.99 -1.82 0.13
H 2.18 -0.13 -0.36
N -0.80 2.35 -2.43
C -0.98 1.36 -1.55
C -1.55 0.36 -1.07
N -2.09 -0.87 -1.14
H 0.13 2.46 -2.81
H -1.23 3.24 -2.19
H -2.72 -1.11 -1.89
H -2.52 -1.15 -0.26

No. 8
113
Properties=species:S:1:pos:R:3 method="wB97M-V/def2-TZVPD" charge=0 s2=6.010 e_tot_ev=-161102.7273 multiplicity=5 orbital_gap_ev="7.2 / 7.2" e_homo_ev="-6.981 / -6.910" lumo_energy_ev="0.26 / 0.25"
Fe 1.87 -0.46 0.48
C -4.36 2.67 -2.52
C -4.04 3.24 -1.13
C -3.87 4.76 -1.26
C -5.23 2.94 -0.21
C -2.76 2.62 -0.55
C -1.94 1.77 -1.26
C -0.83 1.20 -0.64
Se 0.26 -0.01 -1.63
C -0.74 -1.61 -1.37
C -1.88 -1.79 -2.14
C -2.65 -2.93 -1.99
C -2.17 -3.88 -1.09
C -1.01 -3.75 -0.31
C -0.28 -2.53 -0.39
O 0.76 -2.23 0.36
C -0.68 -4.96 0.60
C 0.64 -4.87 1.36
C -1.80 -5.12 1.64
C -0.60 -6.23 -0.27
C -3.95 -3.09 -2.78
C -3.65 -3.05 -4.28
C -4.66 -4.40 -2.47
C -4.90 -1.93 -2.42
C -0.47 1.42 0.70
O 0.55 0.78 1.24
C -1.26 2.37 1.41
C -2.37 2.91 0.76
C -1.03 2.85 2.87
C -0.86 4.38 2.86
C 0.23 2.27 3.54
C -2.24 2.46 3.73
H -5.31 3.07 -2.87
H -4.44 1.57 -2.48
H -3.59 2.93 -3.25
H -4.78 5.22 -1.64
H -3.04 5.00 -1.94
H -3.64 5.21 -0.28
H -6.16 3.30 -0.66
H -5.11 3.43 0.76
H -5.32 1.86 -0.03
H -2.14 1.52 -2.30
H -2.16 -1.02 -2.85
H -2.73 -4.80 -0.98
H 0.70 -3.97 1.97
H 1.49 -4.88 0.67
H 0.73 -5.75 2.02
H -1.88 -4.21 2.25
H -1.59 -5.96 2.30
H -2.77 -5.29 1.17
H 0.13 -6.09 -1.07
H -1.56 -6.48 -0.72
H -0.29 -7.08 0.35
H -2.97 -3.87 -4.56
H -3.17 -2.11 -4.57
H -4.57 -3.16 -4.86
H -4.05 -5.27 -2.75
H -5.59 -4.45 -3.04
H -4.92 -4.48 -1.41
H -4.45 -0.96 -2.68
H -5.11 -1.93 -1.35
H -5.84 -2.03 -2.97
H -2.97 3.62 1.31
H -0.07 4.67 2.17
H -0.60 4.73 3.86
H -1.78 4.89 2.55
H 1.11 2.53 2.96
H 0.18 1.18 3.61
H 0.31 2.69 4.54
H -3.15 2.95 3.38
H -2.07 2.76 4.77
H -2.39 1.38 3.70
C 4.11 -2.75 -0.91
C 3.69 -1.61 -1.85
N 3.62 -0.33 -1.14
C 4.89 0.34 -0.86
C 5.74 -0.23 0.29
S 4.92 -0.62 1.89
C 5.24 -2.39 2.02
C 4.08 -3.25 1.50
N 3.41 -2.67 0.36
H 5.18 -2.70 -0.73
H 3.92 -3.70 -1.43
H 2.70 -1.81 -2.25
H 4.39 -1.56 -2.69
H 3.06 0.31 -1.69
H 4.65 1.38 -0.63
H 5.53 0.34 -1.74
H 6.51 0.51 0.52
H 6.25 -1.13 -0.02
H 5.42 -2.58 3.07
H 6.18 -2.59 1.49
H 3.34 -3.35 2.29
H 4.47 -4.25 1.29
H 2.44 -3.00 0.30
C 2.23 5.10 -0.20
C 3.10 4.14 0.61
C 3.15 4.58 2.07
C 4.53 4.13 0.04
N 2.44 2.82 0.51
N 3.04 1.75 1.21
H 2.41 6.13 0.09
H 1.18 4.86 -0.04
H 2.44 5.01 -1.28
H 3.61 5.56 2.14
H 3.74 3.88 2.67
H 2.14 4.63 2.49
H 4.93 5.14 0.01
H 4.53 3.74 -0.99
H 5.20 3.52 0.65
H 2.33 2.55 -0.46
H 2.68 1.75 2.16
H 4.05 1.85 1.26

No. 9
28
Properties=species:S:1:pos:R:3 method="wB97M-V/def2-TZVPD" charge=+1 e_tot_ev=-37266.9177 orbital_gap_ev="6.4 / 6.4" e_homo_ev="-10.623 / -10.624" lumo_energy_ev="-4.21 / -4.21"
C -4.10 -0.07 0.66
C -3.20 0.56 1.53
C -3.75 -0.39 -0.69
C -1.95 0.89 1.01
C -2.47 -0.19 -1.07
C -0.21 0.37 -0.37
C 3.15 -0.76 -0.38
C 0.52 1.47 -0.84
C 3.51 0.68 1.97
C 1.16 -2.42 -1.02
N -1.58 0.42 -0.17
N 1.08 2.56 -0.66
O 0.12 0.56 -1.80
S 4.17 0.41 0.33
S 1.66 -1.19 0.21
H -5.13 -0.21 0.89
H -3.64 0.74 2.50
H -4.50 -0.73 -1.47
H -1.16 1.46 1.43
H -2.04 -0.49 -2.07
H 4.10 1.53 2.35
H 3.66 -0.08 2.74
H 2.56 1.09 1.84
H 0.72 -3.36 -0.75
H 1.93 -2.86 -1.63
H 0.58 -2.07 -1.84
H 3.36 -1.13 -1.36
H 1.46 3.21 -1.34

No. 10
21
Properties=species:S:1:pos:R:3 method="wB97M-V/def2-TZVPD" smiles=C[Si](C)(C)N[Si](N)(Cl)Cl charge=0 e_tot_ev=-47091.5409 orbital_gap_ev=10.2 e_homo_ev=-9.635 lumo_energy_ev=0.54
C -1.30 1.40 -1.42
Si -0.17 0.38 -0.27
C 1.23 1.43 0.51
C -1.21 -0.73 0.86
N 0.67 -0.78 -1.29
Si 0.91 -2.54 -1.16
N 1.30 -2.88 0.46
Cl -0.95 -3.60 -1.48
Cl 2.22 -3.04 -2.62
H -1.99 0.78 -2.03
H -2.06 1.93 -0.92
H -0.68 1.97 -2.24
H 1.13 1.60 1.71
H 2.17 1.00 0.46
H 1.17 2.52 0.02
H -1.81 -1.39 0.21
H -0.61 -1.38 1.52
H -1.65 -0.12 1.67
H 0.85 -0.29 -2.13
H 1.29 -3.80 0.78
H 1.37 -2.09 1.07

No. 11
26
Properties=species:S:1:pos:R:3 method="wB97M-V/def2-TZVPD" charge=0 e_tot_ev=-16598.2619 orbital_gap_ev=8.2 e_homo_ev=-8.813 lumo_energy_ev=-0.60
C -1.81 -0.77 -2.26
C -0.99 -1.82 -1.78
C -0.75 -0.95 0.84
C -1.49 0.35 0.65
C 0.70 0.85 0.15
C 1.92 1.76 0.35
C 0.50 -0.27 1.32
H -1.50 -0.87 -3.38
H -2.88 -0.88 -2.46
H -1.72 0.23 -1.66
H 0.64 -2.79 -0.51
H -1.17 -1.57 1.74
H -2.01 0.35 -0.30
H -1.86 0.64 1.65
H -0.53 2.10 1.28
H 0.64 0.47 -0.91
H 2.32 2.68 -0.50
H 2.83 1.19 0.34
H 2.95 2.38 2.05
H 0.05 -0.08 2.38
H 2.33 -1.27 0.25
N -0.85 -1.87 -0.29
N -0.52 1.54 0.41
O -0.39 -2.77 -2.41
O 1.83 2.41 1.66
O 1.75 -1.05 1.37

No. 12
30
Properties=species:S:1:pos:R:3 method="wB97M-V/def2-TZVPD" charge=0 e_tot_ev=-22517.9308 orbital_gap_ev="8.4 / 6.6" e_homo_ev="-8.548 / -6.852" lumo_energy_ev="-0.20 / -0.28"
C -0.63 -5.33 0.14
C -1.94 -4.83 -0.10
C 0.11 -4.18 0.30
C 0.51 -0.91 0.47
C -2.03 -0.64 -0.73
C -0.45 -1.78 0.00
C 0.53 0.46 0.28
C 1.34 1.76 2.13
C 0.20 0.73 -2.33
C -1.92 2.52 -0.78
C 1.69 1.34 0.69
N -1.98 -3.52 -0.01
N -0.74 -3.09 0.16
Si -0.94 0.87 -0.83
H -0.34 -6.34 0.32
H -2.95 -5.27 -0.05
H 1.15 -4.02 0.45
H 1.40 -1.46 1.04
H -2.77 -1.08 -1.38
H 1.28 0.84 2.78
H 0.27 2.03 1.92
H 1.91 2.48 2.68
H 1.13 1.11 -2.08
H 0.40 -0.18 -2.86
H -0.22 1.45 -2.97
H -1.70 3.05 0.23
H -1.62 3.22 -1.61
H -2.97 2.28 -0.83
H 2.59 0.73 0.68
H 1.88 2.18 0.08

> The highest charge belongs to which entry?

C31H35CuN2OPS3

> What is the charge in the fifth record?

0

> Look up the charge of the sixth one.

0